Entry from the Open Molecules 2025 dataset: C2H4N2S2 as an isolated structure at a distorted geometry (wB97M-V/def2-TZVPD).

Results
maximum force: 6.5 eV Å⁻¹
E_HOMO: -8.874 eV
total energy: -984.4180 hartree
Kohn-Sham gap: 7.95 eV
ΔE to the lowest compared entry with this formula, charge and spin: 254.4 kJ/mol

Geometry as ORCA input:
```
! RIJCOSX wB97M-V def2-TZVPD def2/J DEFGRID3
* xyz 0 1
C 0.327 -0.025 -0.034
C -1.157 0.241 -0.003
H 2.213 0.830 -0.359
H 0.812 1.758 -0.171
H 1.548 -1.585 0.099
H -1.535 -1.883 0.068
N 1.302 0.963 0.425
N 0.620 -1.223 -0.158
S -2.384 -0.842 0.152
S -1.746 1.767 -0.019
*
```

Entry from the Open Molecules 2025 dataset: C18H26N2O3 as an isolated structure at a distorted geometry (wB97M-V/def2-TZVPD).

Results
maximum force: 18.3 eV Å⁻¹
E_HOMO: -8.051 eV
total energy: -1036.1363 hartree
Kohn-Sham gap: 8.48 eV
ΔE to the lowest compared entry with this formula, charge and spin: 1746.6 kJ/mol

Geometry as ORCA input:
```
! RIJCOSX wB97M-V def2-TZVPD def2/J DEFGRID3
* xyz 0 1
C -5.707 -1.660 0.718
H -6.180 -1.393 -0.256
H -6.184 -1.408 1.508
H -5.407 -2.740 0.522
O -4.582 -1.009 0.600
C -3.753 -1.029 -0.161
O -3.887 -1.819 -0.985
C -2.549 0.029 -0.132
N -1.517 -0.348 -1.001
C -0.224 -0.846 -0.398
O -0.007 -0.407 0.787
N 0.435 -1.323 -1.403
H 0.253 -1.639 -2.370
C 1.970 -1.586 -0.988
C 2.644 -0.413 -0.741
C 2.328 0.733 -1.207
C 3.037 1.800 -0.946
C 3.849 1.953 0.146
C 4.266 0.959 0.707
C 3.527 -0.310 0.563
C 3.830 -1.587 1.163
C 3.413 -2.766 0.656
C 2.082 -2.662 0.083
H 1.379 -2.477 1.042
H 1.753 -3.555 -0.641
H 4.281 -2.956 -0.368
H 3.675 -3.911 1.151
H 3.328 -1.382 2.145
H 4.853 -1.609 1.644
H 4.891 0.842 1.670
H 4.373 3.047 0.289
H 2.750 2.829 -1.691
H 1.742 0.773 -2.146
H 2.370 -2.148 -1.990
H -1.820 -0.845 -1.770
H -2.114 0.110 1.052
C -2.998 1.454 -0.410
H -3.925 1.594 0.635
C -2.050 2.606 0.146
C -0.982 2.788 -0.756
H -0.111 1.742 -0.564
H -1.361 2.749 -1.640
H -0.402 3.529 -0.637
C -1.553 2.270 1.581
H -2.427 2.334 2.186
H -0.671 1.499 1.610
H -0.869 3.194 1.883
H -2.470 3.351 0.107
H -3.280 1.645 -1.393
*
```

Entry from the Open Molecules 2025 dataset: one molecule with the formula C26H20FN3O4S at a distorted geometry (wB97M-V/def2-TZVPD).

Results
SMILES: O=C(NCc1ccco1)c1ccc(Cn2c(=O)c3sccc3n(Cc3cccc(F)c3)c2=O)cc1
maximum force: 1.0 eV Å⁻¹
E_HOMO: -8.687 eV
total energy: -1966.1420 hartree
Kohn-Sham gap: 8.87 eV
ΔE to the lowest compared entry with this formula, charge and spin: 0.0 kJ/mol

Geometry as ORCA input:
```
! RIJCOSX wB97M-V def2-TZVPD def2/J DEFGRID3
* xyz 0 1
O 2.201 1.753 -2.212
C 2.259 1.941 -1.011
N 3.435 2.059 -0.348
C 4.702 1.736 -0.976
C 5.114 0.338 -0.643
C 5.089 -0.813 -1.374
C 5.519 -1.845 -0.504
C 5.765 -1.246 0.691
O 5.523 0.073 0.620
C 1.037 2.082 -0.169
C -0.118 2.571 -0.773
C -1.305 2.630 -0.072
C -1.362 2.197 1.248
C -2.701 2.083 1.929
N -3.404 0.966 1.291
C -4.418 1.265 0.381
O -4.842 2.393 0.244
C -4.847 0.104 -0.351
S -6.092 0.103 -1.549
C -5.773 -1.545 -1.892
C -4.771 -2.078 -1.143
C -4.227 -1.129 -0.243
N -3.234 -1.307 0.682
C -2.365 -2.475 0.717
C -0.987 -2.084 0.234
C -0.837 -1.444 -0.991
C 0.410 -1.035 -1.427
C 1.530 -1.261 -0.645
C 1.364 -1.887 0.575
F 2.447 -2.092 1.357
C 0.127 -2.301 1.031
C -2.842 -0.276 1.515
O -2.029 -0.461 2.392
C -0.208 1.726 1.859
C 0.982 1.666 1.158
H 3.433 2.149 0.655
H 5.458 2.450 -0.637
H 4.558 1.825 -2.054
H 4.806 -0.908 -2.403
H 5.623 -2.884 -0.738
H 6.097 -1.633 1.633
H -0.067 2.884 -1.805
H -2.201 2.997 -0.551
H -2.590 1.868 2.993
H -3.319 2.969 1.775
H -6.353 -2.048 -2.641
H -4.449 -3.099 -1.236
H -2.794 -3.253 0.088
H -2.309 -2.832 1.749
H -1.705 -1.260 -1.609
H 0.520 -0.525 -2.370
H 2.511 -0.952 -0.968
H 0.039 -2.767 1.999
H -0.251 1.370 2.876
H 1.850 1.243 1.644
*
```

Entry from the Open Molecules 2025 dataset: a 5-piece molecular cluster, C27H57N12O10P2 overall at a distorted geometry (wB97M-V/def2-TZVPD).

Results
maximum force: 5.4 eV Å⁻¹
E_HOMO: -10.453 eV
total energy: -3154.8260 hartree
Kohn-Sham gap: 7.18 eV

Geometry as ORCA input:
```
! RIJCOSX wB97M-V def2-TZVPD def2/J DEFGRID3
* xyz 1 1
C -2.850 -3.837 1.829
C -4.096 -3.723 0.809
C -3.632 -2.904 -0.488
C -2.481 -3.644 -1.357
C -1.162 -2.712 -1.554
C -1.445 -1.530 -2.602
N -0.465 -0.387 -2.520
C -0.658 0.698 -1.768
N -1.882 0.752 -0.976
C -1.950 2.030 -0.196
C -3.470 2.525 -0.301
O -3.825 3.580 0.615
C -3.434 3.277 1.956
C -3.580 1.903 2.656
C -3.042 1.771 4.124
C -2.414 2.929 4.925
C -2.287 4.324 4.223
C -2.788 4.460 2.762
C -0.776 2.869 -0.897
N -0.268 3.729 0.212
P -1.259 4.212 -2.196
O -1.366 5.607 -1.506
N 0.140 1.914 -1.584
C 1.533 1.773 -1.057
C 2.446 2.877 -1.842
C 2.980 4.049 -0.886
C 4.344 3.694 -0.099
C 4.056 2.810 1.206
O 2.876 3.243 1.961
C 2.707 2.252 2.975
C 1.745 0.967 2.844
O 3.355 2.382 4.045
P 1.018 -0.533 -3.529
O 0.658 -1.110 -5.092
O 1.906 -1.816 -2.746
H -3.063 -3.213 2.759
H -2.761 -4.948 2.120
H -1.864 -3.528 1.330
H -4.931 -3.105 1.321
H -4.568 -4.724 0.526
H -4.548 -2.742 -1.167
H -3.221 -1.866 -0.188
H -2.209 -4.656 -0.868
H -2.952 -3.933 -2.374
H -0.374 -3.400 -2.043
H -0.821 -2.293 -0.546
H -1.336 -1.992 -3.657
H -2.540 -1.158 -2.563
H -2.107 -0.086 -0.416
H -1.523 1.734 0.826
H -3.663 2.924 -1.357
H -4.130 1.581 -0.203
H -4.047 1.039 2.083
H -3.138 0.759 4.663
H -2.013 2.861 5.986
H -1.850 5.231 4.757
H -2.680 5.500 2.283
H -1.115 4.167 0.621
H 0.111 3.144 0.987
H -0.216 4.365 -3.192
H -2.505 3.932 -2.844
H 1.646 1.988 0.058
H 2.021 0.764 -1.263
H 3.310 2.399 -2.415
H 1.783 3.389 -2.640
H 2.190 4.448 -0.165
H 3.242 4.936 -1.583
H 5.024 3.160 -0.859
H 4.840 4.699 0.183
H 4.953 2.847 1.915
H 3.849 1.733 0.832
H 0.674 1.241 3.144
H 2.106 0.099 3.499
H 1.785 0.589 1.759
H 1.218 -1.932 -5.194
H 2.335 -1.460 -1.929
C -2.052 -6.434 4.842
O -2.417 -5.350 4.408
N -0.744 -6.768 4.969
N -2.924 -7.395 5.235
H -0.424 -7.652 5.322
H -0.065 -6.080 4.687
H -3.905 -7.184 5.156
H -2.645 -8.290 5.593
C -3.214 5.040 7.876
O -3.699 4.105 7.255
N -2.184 4.886 8.745
N -3.664 6.312 7.748
H -1.773 5.641 9.264
H -1.822 3.955 8.868
H -4.429 6.467 7.112
H -3.281 7.094 8.248
C 3.118 -4.496 -6.278
O 2.320 -3.794 -6.887
N 3.494 -4.229 -5.005
N 3.691 -5.595 -6.824
H 4.146 -4.787 -4.484
H 3.088 -3.420 -4.567
H 3.435 -5.825 -7.771
H 4.347 -6.182 -6.340
C 7.226 -3.093 -8.153
O 8.325 -3.623 -8.129
N 6.085 -3.760 -7.842
N 7.047 -1.792 -8.491
H 5.171 -3.344 -7.855
H 6.177 -4.729 -7.586
H 7.871 -1.262 -8.728
H 6.152 -1.338 -8.516
*
```

Entry from the Open Molecules 2025 dataset: a 10-piece molecular cluster, C3H27NO10 overall at a distorted geometry (wB97M-V/def2-TZVPD).

Results
SMILES: CCNCO.O.O.O.O.O.O.O.O.O
maximum force: 3.1 eV Å⁻¹
E_HOMO: -8.939 eV
total energy: -937.5843 hartree
Kohn-Sham gap: 8.98 eV
ΔE to the lowest compared entry with this formula, charge and spin: 128.3 kJ/mol

Geometry as ORCA input:
```
! RIJCOSX wB97M-V def2-TZVPD def2/J DEFGRID3
* xyz 0 1
C -0.487 0.110 -0.440
C 0.708 0.355 -1.322
N 1.920 0.189 -0.482
C 3.081 -0.277 -1.102
O 3.041 -1.647 -1.618
H -0.347 -0.753 0.223
H -1.470 0.264 -0.869
H -0.387 0.827 0.393
H 0.899 -0.299 -2.173
H 0.721 1.364 -1.732
H 1.725 -0.238 0.411
H 3.936 -0.431 -0.431
H 3.481 0.375 -1.863
H 2.853 -2.313 -0.948
O 2.183 2.312 1.505
H 2.555 1.674 0.867
H 1.756 2.882 0.863
O -2.548 -0.552 2.838
H -1.601 -0.370 2.946
H -2.907 0.154 3.395
O -2.905 1.371 1.055
H -3.369 1.463 0.226
H -2.709 0.477 1.391
O 1.819 -2.672 1.058
H 2.337 -2.673 1.871
H 0.928 -2.518 1.420
O -3.522 0.606 -1.869
H -4.115 -0.114 -1.661
H -3.888 1.412 -2.234
O -0.437 2.523 -3.186
H -1.273 2.095 -2.998
H 0.204 2.103 -3.762
O 0.730 -2.715 -3.200
H 0.886 -2.811 -2.265
H 1.235 -2.077 -3.699
O -0.499 -2.486 2.921
H 0.332 -2.567 3.401
H -1.148 -2.161 3.557
O -1.314 2.282 2.923
H -0.606 2.780 2.482
H -1.798 2.055 2.108
*
```

Entry from the Open Molecules 2025 dataset: a 3-piece molecular cluster, C6H16N2O2 overall at a distorted geometry (wB97M-V/def2-TZVPD).

Results
maximum force: 2.7 eV Å⁻¹
E_HOMO: -5.908 eV
total energy: -498.0273 hartree
Kohn-Sham gap: 6.77 eV
ΔE to the lowest compared entry with this formula, charge and spin: 592.1 kJ/mol

Geometry as ORCA input:
```
! RIJCOSX wB97M-V def2-TZVPD def2/J DEFGRID3
* xyz 0 1
C -0.380 0.802 -0.240
C 2.198 -0.028 -0.026
C 0.058 -0.289 0.539
C -2.094 -0.401 0.564
C -0.524 2.158 0.373
C -2.628 -1.252 -0.556
N -0.357 0.714 -1.586
N 2.818 -0.856 0.976
O 2.171 -0.590 -1.357
O 0.234 -0.167 1.898
H 3.020 -0.972 -1.631
H 1.200 -0.233 2.044
H 2.702 0.943 -0.044
H 0.136 -1.264 0.065
H -0.360 1.566 -2.123
H 0.176 -0.053 -1.985
H 2.432 -1.795 0.964
H 3.835 -0.944 0.913
H -2.049 -0.918 1.519
H -2.639 0.531 0.704
H -0.795 2.077 1.421
H -1.274 2.744 -0.159
H 0.443 2.663 0.306
H -2.100 -2.207 -0.621
H -3.692 -1.484 -0.436
H -2.532 -0.744 -1.522
*
```